[1]
Molecular formula: C7H8
Method: DFT, wB97M-V/def2-TZVPD

For the molar mass, the calculation gives 92.14 g mol⁻¹. The calculation puts the gap between HOMO and LUMO at 8.5 eV. For the energy relative to the best compared isomer or geometry (same formula, charge and spin), the calculation gives 300.67 kJ/mol. The max |F| comes out at 4.1 eV Å⁻¹. The calculated total energy comes out at -7385.631 eV.

ORCA input file:
```
! wB97M-V def2-TZVPD RIJCOSX def2/J DEFGRID3
* xyz 0 1
C 0.05521 -0.48525 -0.76234
C -1.56691 -1.03575 1.18425
C -0.51253 -0.33641 0.47777
C -0.39113 0.73207 1.51688
C 1.77006 0.13592 -2.44786
C 1.20961 0.34295 -1.19324
C -1.51173 -0.06196 2.15983
H -2.13847 0.15478 3.01381
H -2.17392 -1.86367 0.88849
H -0.66052 1.72879 1.16298
H 1.55652 1.17703 -0.59315
H 0.58920 0.75606 1.99909
H 2.56459 0.72917 -2.90857
H 1.39662 -0.65197 -3.08521
H -0.18660 -1.32178 -1.41274
*
```


[2]
Molecular formula: C7H8
Method: DFT, wB97M-V/def2-TZVPD

For the molar mass, the calculation gives 92.14 g mol⁻¹. The calculation puts the gap between HOMO and LUMO at 8.0 eV. For the energy relative to the best compared isomer or geometry (same formula, charge and spin), the calculation gives 680.10 kJ/mol. The max |F| comes out at 3.9 eV Å⁻¹. The calculated total energy comes out at -7381.698 eV.

ORCA input file:
```
! wB97M-V def2-TZVPD RIJCOSX def2/J DEFGRID3
* xyz 0 1
C 1.96811 -0.83482 0.61796
C -1.03276 -0.35040 0.06777
C -2.14965 -1.06890 -0.01894
C 1.55321 0.16365 -0.13713
C 0.83611 1.37434 -0.33127
C 1.02877 -1.19158 -0.48912
C -0.55820 1.01880 0.32399
H 0.74706 1.54446 -1.43814
H -0.42886 1.25260 1.33891
H -2.18950 -2.24291 0.03205
H -1.34992 1.73442 -0.13198
H -3.19532 -0.65861 -0.12030
H 2.65821 -1.03532 1.39983
H 0.85439 -1.96684 -1.28644
H 1.25834 2.26112 0.17279
*
```


[3]
Molecular formula: C7H8
Method: DFT, wB97M-V/def2-TZVPD

For the molar mass, the calculation gives 92.14 g mol⁻¹. The calculation puts the gap between HOMO and LUMO at 9.2 eV. For the energy relative to the best compared isomer or geometry (same formula, charge and spin), the calculation gives 451.31 kJ/mol. The max |F| comes out at 2.9 eV Å⁻¹. The calculated total energy comes out at -7384.070 eV. Its SMILES is C=C1CCC2=C[C@@H]12.

ORCA input file:
```
! wB97M-V def2-TZVPD RIJCOSX def2/J DEFGRID3
* xyz 0 1
C -1.75794 1.28342 0.51816
C -0.48666 1.37769 -0.28640
C 0.65124 0.46296 -0.09477
C -1.64815 0.29794 -0.32003
C 1.89967 0.73157 -0.17688
C 0.18185 -0.93805 0.38371
C -1.19861 -1.13222 -0.29996
H 0.87965 -1.81427 0.25697
H 2.21883 1.69999 -0.42616
H 2.62871 -0.01932 -0.25136
H -1.99226 -1.79247 0.20899
H -0.53139 2.09088 -1.15039
H -1.11444 -1.51484 -1.32996
H 0.06754 -0.76483 1.49060
H -2.52606 1.67753 1.14310
*
```


> Which value of molar mass does entry 1 give?

92.14 g mol⁻¹


Repeat the second record exactly.
Molecular formula: C7H8
Method: DFT, wB97M-V/def2-TZVPD

For the molar mass, the calculation gives 92.14 g mol⁻¹. The calculation puts the gap between HOMO and LUMO at 8.0 eV. For the energy relative to the best compared isomer or geometry (same formula, charge and spin), the calculation gives 680.10 kJ/mol. The max |F| comes out at 3.9 eV Å⁻¹. The calculated total energy comes out at -7381.698 eV.

ORCA input file:
```
! wB97M-V def2-TZVPD RIJCOSX def2/J DEFGRID3
* xyz 0 1
C 1.96811 -0.83482 0.61796
C -1.03276 -0.35040 0.06777
C -2.14965 -1.06890 -0.01894
C 1.55321 0.16365 -0.13713
C 0.83611 1.37434 -0.33127
C 1.02877 -1.19158 -0.48912
C -0.55820 1.01880 0.32399
H 0.74706 1.54446 -1.43814
H -0.42886 1.25260 1.33891
H -2.18950 -2.24291 0.03205
H -1.34992 1.73442 -0.13198
H -3.19532 -0.65861 -0.12030
H 2.65821 -1.03532 1.39983
H 0.85439 -1.96684 -1.28644
H 1.25834 2.26112 0.17279
*
```


> Which of these has the highest gap between HOMO and LUMO?

number 3